Record 1
C39H28BrF6N9O7PReS2 | ωB97M-V/def2-TZVPD

Summary:
Net charge: 0
Orbital gap (alpha / beta) (eV): 4.590 / 4.591
Multiplicity: 1

Last column: Löwdin charge in e.
Cartesian coordinates (Å):
Re (1.147, 0.886, -0.090)  1.59
Br (2.877, 7.275, -5.564)  0.77
S (-5.789, -3.772, -0.008)  0.43
S (3.122, 0.010, -0.651)  0.82
P (-0.147, 0.357, -3.825)  0.26
F (-1.548, 0.049, -3.130)  -0.11
F (0.188, -1.182, -3.826)  -0.09
F (1.358, 0.697, -4.200)  -0.11
F (-0.385, 1.908, -3.509)  -0.12
F (0.581, 0.256, -2.008)  -0.41
F (-0.701, 0.422, -5.281)  -0.06
O (1.059, 2.422, -1.191)  -0.30
O (-4.521, -3.950, -0.742)  -0.38
O (0.139, 4.156, -0.097)  0.13
O (-5.640, -4.011, 1.412)  -0.33
O (1.071, 0.361, 1.783)  -0.25
O (-6.926, -4.356, -0.659)  -0.32
O (0.941, 0.935, 3.941)  0.17
N (5.459, 1.195, -0.326)  0.11
N (0.381, -1.175, 0.018)  -0.10
N (-0.678, -5.813, 1.705)  0.17
N (-7.203, -1.492, -0.501)  0.14
N (4.355, 0.505, 1.663)  0.08
N (-1.030, 1.353, 0.358)  -0.04
N (-4.942, -1.252, 0.142)  0.18
N (-2.649, -5.248, 0.794)  0.20
N (2.202, 2.407, 1.063)  -0.02
C (7.633, 2.253, -0.371)  -0.02
C (-3.961, -7.285, 1.490)  0.00
C (2.418, 4.800, -4.258)  -0.10
C (5.402, 0.937, 2.367)  -0.10
C (2.213, 6.169, -4.186)  -0.68
C (1.047, 5.934, -2.117)  0.00
C (-2.547, -8.843, 2.719)  -0.10
C (0.744, 3.739, -1.046)  -0.53
C (-0.768, -3.648, 0.599)  -0.08
C (-6.020, -1.974, -0.141)  -0.34
C (3.650, 4.264, 1.341)  0.00
C (-1.353, -4.914, 1.020)  -0.28
C (3.407, 4.274, 2.707)  -0.01
C (-1.664, 0.745, 1.384)  -0.09
C (-5.033, 0.061, -0.034)  -0.23
C (6.507, 1.514, 1.772)  0.00
C (1.932, 3.989, -3.245)  0.00
C (0.523, -3.326, 1.030)  0.03
C (-7.284, -0.174, -0.646)  -0.10
C (-1.443, -8.030, 2.621)  -0.03
C (6.504, 1.630, 0.385)  -0.31
C (-1.787, 1.785, -0.660)  -0.11
C (1.528, 6.747, -3.126)  -0.11
C (-0.833, -1.507, -0.459)  -0.09
C (3.029, 3.321, 0.545)  -0.10
C (-3.792, -8.472, 2.162)  -0.09
C (1.049, -2.098, 0.743)  -0.12
C (-2.999, 0.428, 1.348)  0.03
C (1.250, 4.557, -2.172)  -0.14
C (-1.590, -6.814, 1.941)  -0.23
C (-2.833, -6.467, 1.384)  -0.17
C (2.584, 3.298, 3.243)  0.04
C (-3.139, 1.526, -0.755)  0.03
C (2.030, 2.377, 2.381)  -0.17
C (4.452, 0.668, 0.351)  -0.72
C (1.276, 1.176, 2.821)  -0.50
C (-3.743, 0.747, 0.215)  -0.13
C (-6.200, 0.672, -0.458)  0.01
C (-1.442, -2.713, -0.188)  0.06
H (7.424, 3.313, -0.538)  0.09
H (7.349, 1.849, 2.361)  0.12
H (1.374, 7.817, -3.097)  0.10
H (-3.432, -0.166, 2.141)  0.14
H (-1.056, 0.410, 2.210)  0.11
H (2.065, 2.918, -3.303)  0.11
H (4.312, 4.984, 0.881)  0.12
H (-6.276, 1.740, -0.609)  0.11
H (5.343, 0.808, 3.442)  0.12
H (-3.376, -4.706, 0.293)  0.09
H (-0.490, -8.308, 3.051)  0.11
H (3.869, 5.017, 3.342)  0.12
H (-4.635, -9.141, 2.276)  0.10
H (2.375, 3.212, 4.300)  0.14
H (-8.253, 0.220, -0.933)  0.11
H (2.023, -1.815, 1.111)  0.09
H (3.198, 3.284, -0.522)  0.13
H (-2.446, -2.894, -0.560)  0.11
H (8.570, 2.177, 0.177)  0.08
H (-2.470, -9.789, 3.239)  0.09
H (2.941, 4.370, -5.100)  0.11
H (-1.338, -0.774, -1.067)  0.09
H (-4.914, -6.981, 1.078)  0.12
H (7.733, 1.779, -1.345)  0.09
H (1.081, -4.041, 1.617)  0.12
H (0.508, 6.354, -1.278)  0.13
H (-1.282, 2.258, -1.485)  0.09
H (-3.664, 1.814, -1.656)  0.13



Record 2
C8H24MgN2O10S4 | ωB97M-V/def2-TZVPD

Summary:
Net charge: 0
Orbital gap (eV): 8.661
Multiplicity: 1

Last column: natural (NBO) charge in e.
Cartesian coordinates (Å):
S (3.342, -0.704, 1.446)  1.29
S (1.033, -0.893, -2.962)  1.30
S (0.927, 3.047, -0.145)  1.30
S (-2.698, 0.715, 0.169)  1.31
Mg (0.363, -0.287, 0.169)  1.76
O (-1.421, -3.879, -0.442)  -0.49
O (0.814, 1.642, 0.329)  -1.07
O (-0.090, -0.254, 2.085)  -0.68
O (-1.408, 1.263, 2.850)  -0.52
O (-0.102, 0.159, 4.177)  -0.47
O (0.815, -0.140, -1.728)  -1.08
O (0.733, -4.155, -0.384)  -0.50
O (-0.119, -2.216, -0.044)  -0.67
O (-1.479, 0.106, -0.474)  -1.07
O (2.186, -0.748, 0.521)  -1.08
N (-0.586, 0.355, 3.074)  0.73
N (-0.274, -3.449, -0.238)  0.73
C (-0.273, 3.872, 0.849)  -0.85
C (-0.485, -1.757, -3.266)  -0.84
C (-3.687, 1.157, -1.237)  -0.84
C (2.052, -2.267, -2.559)  -0.87
C (0.077, 3.067, -1.722)  -0.83
C (-3.657, -0.706, 0.654)  -0.83
C (3.300, 0.896, 2.225)  -0.84
C (2.854, -1.721, 2.842)  -0.83
H (-3.751, 0.333, -1.947)  0.24
H (-3.265, 2.024, -1.754)  0.23
H (-0.016, 3.663, 1.887)  0.27
H (0.823, 2.720, -2.434)  0.25
H (-1.222, -0.944, -3.258)  0.24
H (1.596, -2.926, -1.825)  0.29
H (4.132, 0.988, 2.927)  0.23
H (-0.733, -2.378, -2.406)  0.27
H (-4.681, 1.488, -0.919)  0.24
H (2.793, -2.705, 2.374)  0.25
H (3.380, 1.677, 1.472)  0.24
H (-0.282, 4.952, 0.690)  0.23
H (1.864, -1.417, 3.182)  0.28
H (2.980, -1.843, -2.167)  0.24
H (-4.310, -0.476, 1.493)  0.24
H (-0.482, -2.193, -4.257)  0.24
H (-0.249, 4.085, -1.925)  0.23
H (3.623, -1.666, 3.606)  0.23
H (-1.266, 3.449, 0.689)  0.24
H (2.362, 1.055, 2.765)  0.26
H (2.340, -2.795, -3.470)  0.23
H (-0.731, 2.340, -1.697)  0.25
H (-2.920, -1.441, 0.985)  0.29
H (-4.203, -1.090, -0.201)  0.23



Record 3
C20H44BF4O18Tl | ωB97M-V/def2-TZVPD

Summary:
Net charge: 0
Orbital gap (eV): 4.398
Multiplicity: 1

Last column: Löwdin charge in e.
Cartesian coordinates (Å):
Tl (1.053, 3.332, -2.454)  1.18
F (0.613, -0.326, 0.481)  0.15
F (0.054, 1.824, -0.265)  0.00
F (-1.323, 0.074, -0.755)  0.12
F (0.726, 0.286, -1.774)  0.08
O (7.275, 1.773, 0.904)  0.19
O (-3.934, -1.926, -0.414)  -0.07
O (0.010, -2.859, -0.518)  -0.06
O (-5.221, 3.003, -0.149)  -0.07
O (4.327, -2.644, -0.922)  -0.06
O (6.396, 3.953, 2.417)  0.19
O (3.640, 0.338, 3.389)  -0.05
O (-2.035, -3.566, -2.530)  -0.07
O (4.237, -0.300, -2.883)  -0.10
O (3.136, -2.766, 3.932)  -0.04
O (3.342, 1.705, -1.323)  0.02
O (2.256, 3.556, 0.345)  0.07
O (-6.375, 0.326, 0.724)  -0.08
O (-1.671, 2.394, -2.455)  -0.16
O (-1.754, -2.900, 1.674)  -0.06
O (-2.464, 1.647, 3.683)  -0.05
O (-1.241, 4.144, -4.467)  -0.15
O (0.456, 1.771, 2.827)  -0.08
C (3.980, 2.137, -0.383)  -0.29
C (3.418, 3.261, 0.477)  -0.33
C (-2.616, 3.843, -4.164)  -0.22
C (-3.429, -3.378, -2.315)  -0.24
C (-2.653, 2.512, -3.461)  -0.24
C (-1.668, 0.592, 3.139)  -0.24
C (-1.543, -4.059, 0.866)  -0.22
C (6.179, 2.261, 0.820)  -0.33
C (4.383, 3.940, 1.309)  0.24
C (3.092, -1.983, 2.770)  -0.27
C (-4.976, 2.229, 1.029)  -0.24
C (-0.141, -4.017, 0.259)  -0.24
C (4.062, -0.840, 2.736)  -0.24
C (5.711, 3.471, 1.560)  -0.35
C (3.192, -2.018, -1.486)  -0.25
C (-0.210, 0.700, 3.498)  -0.23
C (3.439, -1.503, -2.880)  -0.22
C (5.285, 1.590, -0.069)  0.25
C (-4.978, 0.766, 0.697)  -0.22
C (-3.908, -2.020, -1.807)  -0.25
B (0.031, 0.406, -0.543)  -1.26
H (0.183, 1.832, 1.900)  0.05
H (3.681, 0.364, -2.439)  0.02
H (-3.194, 3.707, -5.083)  0.12
H (0.350, -0.211, 3.223)  0.10
H (2.565, -3.533, 3.902)  0.08
H (-4.937, -1.938, -2.163)  0.12
H (5.497, 0.704, -0.665)  0.15
H (2.103, -1.661, 2.407)  0.11
H (-6.436, -0.304, 0.000)  0.07
H (-6.173, 3.107, -0.245)  0.08
H (3.375, -2.635, 1.922)  0.12
H (2.408, -2.772, -1.572)  0.12
H (-4.481, 0.130, 1.431)  0.11
H (-3.100, -1.991, 0.062)  0.06
H (2.999, 0.852, 2.884)  0.07
H (2.507, -1.240, -3.397)  0.12
H (-3.307, 1.222, 3.868)  0.08
H (-3.771, -4.145, -1.611)  0.11
H (0.592, -4.185, 1.061)  0.12
H (-1.764, 1.519, -2.047)  0.06
H (-2.314, -4.155, 0.102)  0.10
H (-3.968, 2.511, 1.351)  0.11
H (-3.885, -3.537, -3.293)  0.12
H (-0.007, 0.849, 4.563)  0.13
H (-5.619, 2.537, 1.853)  0.12
H (-0.011, -4.908, -0.363)  0.13
H (4.969, -2.015, -0.588)  0.07
H (-1.698, 0.607, 2.036)  0.11
H (-1.539, -3.440, -1.700)  0.04
H (-3.092, 4.619, -3.558)  0.13
H (5.033, -1.127, 3.147)  0.13
H (-3.656, 2.301, -3.078)  0.13
H (-2.428, 1.726, -4.197)  0.13
H (-1.262, 4.904, -5.058)  0.09
H (-2.076, -0.399, 3.371)  0.12
H (3.889, -2.229, -3.557)  0.12
H (-1.677, -4.999, 1.424)  0.13
H (-1.162, -2.975, 2.431)  0.09
H (-3.295, -1.242, -2.275)  0.12
H (4.115, 4.889, 1.762)  0.16
H (2.816, -1.233, -0.824)  0.11
H (-4.585, 0.513, -0.281)  0.10
H (-0.099, -2.117, 0.098)  0.06
H (4.303, -0.633, 1.681)  0.10